ORCA calculation (ωB97M-V/def2-TZVPD) on one molecule with the formula C2F6N4.

Atoms and positions in Å:
1 F 1.46050 1.81397 0.00451
2 F 1.56741 -1.30798 1.09866
3 F 1.79984 0.26969 -1.44248
4 F 0.59932 0.14973 2.21337
5 F -2.22613 0.24462 0.95528
6 F -1.84142 1.27351 -0.83982
7 N -0.74254 -2.13334 -1.53952
8 N 0.75897 0.87325 -0.91393
9 N -1.23437 0.82988 0.31334
10 N 0.29793 -0.67024 1.18460
11 C -0.36479 -1.24254 -0.90503
12 C -0.07471 -0.10057 -0.12899

Forces on atoms 1 to 3 (eV/Å):
-1.74 -1.87 -0.90
-1.13 0.18 -1.13
0.97 -1.38 -0.59

Output
Strongest force on any atom (eV Å⁻¹): 3.460
Molecular weight (g mol⁻¹): 194.04
E (eV): -24325.572
Gap between HOMO and LUMO (eV): 11.21
SMILES: N#CC(N(F)F)(N(F)F)N(F)F
Highest occupied orbital energy (hartree): -0.4278

=====

ORCA calculation (ωB97M-V/def2-TZVPD) on C2FLaLiO2 as an isolated structure.

Atoms and positions in Å:
1 La 1.87574 -0.63257 2.20781
2 F -0.52233 -0.75271 -1.36823
3 O 1.37768 -1.18105 -0.16475
4 O -1.04079 1.43924 0.27800
5 C 0.36863 -0.38792 -0.32247
6 C -0.03235 0.63510 0.51249
7 Li -2.02658 0.87990 -1.14286

Forces on atoms 1 to 3 (eV/Å):
-1.27 0.55 -1.93
0.34 0.31 0.30
-0.95 1.21 0.77

Output
Strongest force on any atom (eV Å⁻¹): 2.377
Molecular weight (g mol⁻¹): 220.87
E (eV): -9942.103
Gap between HOMO and LUMO (spin up / spin down) (eV): 6.58 / 5.51
Highest occupied orbital energy (spin up / spin down) (hartree): -0.4103 / -0.3721
Total charge: +1

=====

ORCA calculation (ωB97M-V/def2-TZVPD) on one molecule with the formula C2H10BN2O9P3.

Atoms and positions in Å:
1 P -0.32847 -2.46563 -0.29020
2 P 1.62016 -2.25549 0.66730
3 P 1.12492 1.81183 -1.37101
4 O 1.82123 -3.57229 1.27693
5 O -0.79108 -0.39380 -2.92371
6 O -2.06668 -1.29241 2.43280
7 O 0.82535 0.23897 -1.49211
8 O 2.59161 1.72083 -1.97966
9 O 1.74390 -0.99420 1.66309
10 O 0.22606 2.47435 -2.51670
11 O -3.66004 0.10548 1.39480
12 O 2.68533 -1.87116 -0.44538
13 N 1.06887 2.43039 0.03490
14 N -1.05185 -0.91942 -0.68245
15 C -1.29110 0.09755 0.37949
16 C -0.40963 -0.35249 -1.80441
17 B -2.37982 -0.37625 1.45045
18 H 3.09356 2.50238 -1.71726
19 H -3.73111 1.02732 1.14486
20 H -1.01034 -2.76914 0.89294
21 H 2.99903 -0.96207 -0.37178
22 H -0.35708 0.41247 0.85950
23 H -1.69626 0.98251 -0.12503
24 H -1.98089 -0.94094 3.32126
25 H 0.45059 3.21819 0.16332
26 H 0.93646 -0.92604 2.18462
27 H -0.43272 3.06907 -2.14655

Forces on atoms 1 to 3 (eV/Å):
-0.10 -0.35 -0.88
-0.02 -0.28 0.43
0.34 -0.05 -0.18

Output
Strongest force on any atom (eV Å⁻¹): 0.955
Molecular weight (g mol⁻¹): 309.84
E (eV): -52193.243
Gap between HOMO and LUMO (eV): 8.94
SMILES: N=P(O)(O)OC(=O)N(CB(O)O)PP(=O)(O)O
Highest occupied orbital energy (hartree): -0.3401

=====

ORCA calculation (ωB97M-V/def2-TZVPD) on C2H10BrN4 as an isolated structure.

Atoms and positions in Å:
1 Br -3.15263 0.94150 0.83601
2 N 1.17094 -0.90313 -0.73594
3 N -0.44581 2.27761 -0.27306
4 N 0.96368 0.36902 -0.24860
5 N -1.47608 0.05710 0.52384
6 C -0.20220 1.03675 -0.57449
7 C 1.15480 -2.07465 0.18381
8 H -1.12034 2.82449 -0.81387
9 H -1.61335 -0.92193 0.14891
10 H -0.52952 0.83058 -1.68514
11 H -0.26632 2.72770 0.71464
12 H -1.10417 -0.18050 1.42815
13 H 1.24551 0.67199 0.71809
14 H 1.99991 -0.86040 -1.22887
15 H 0.68836 -1.65912 1.07307
16 H 2.17250 -2.31117 0.32864
17 H 0.51471 -2.82584 -0.39520

Forces on atoms 1 to 3 (eV/Å):
0.78 -0.69 -0.20
-1.60 -0.03 0.33
-0.04 3.84 3.25

Output
Strongest force on any atom (eV Å⁻¹): 5.032
Molecular weight (g mol⁻¹): 170.03
E (eV): -78229.569
Gap between HOMO and LUMO (eV): 9.40
Highest occupied orbital energy (hartree): -0.4990
Total charge: +1